[1]
This record from the Open Molecules 2025 dataset describes C30H76AlBrO8P as an isolated structure. The level of theory is the ωB97M-V functional and the def2-TZVPD basis.

Last column: Mulliken charge in e.
Cartesian coordinates (Å):
C 3.80428 -3.41421 -0.17036  -0.49
C 4.18696 -2.16002 -0.43851  -0.31
Al 3.03351 -0.52573 -0.45358  0.05
P 0.66830 -1.20392 -0.47802  -0.06
O 0.70958 -2.84819 -0.88347  -0.55
Br 0.29144 -1.50807 1.73603  -0.34
H 2.79026 -3.65079 0.13794  0.25
H 4.48838 -4.26279 -0.22707  0.15
H 5.24179 -2.05405 -0.71268  0.35
H 3.26140 0.31214 -1.82936  -0.26
H 3.27181 0.42148 0.83839  -0.23
H 1.27087 -2.95844 -1.65786  0.32
C 7.78654 2.50690 1.39999  -1.16
C 6.94526 1.28320 1.07613  -0.18
O 7.48439 0.49072 0.02945  -0.41
C 8.73246 -0.11268 0.29362  -0.30
C 8.71178 -1.09305 1.45620  -1.04
H 7.96352 3.09456 0.49773  0.29
H 7.25695 3.13155 2.12137  0.40
H 8.75268 2.24596 1.83587  0.28
H 5.95860 1.57926 0.72264  0.27
H 6.78323 0.67814 1.97448  0.28
H 9.51131 0.64504 0.45355  0.30
H 8.98272 -0.64033 -0.62782  0.32
H 8.55232 -0.59378 2.41253  0.27
H 9.66759 -1.61790 1.51200  0.39
H 7.91672 -1.82634 1.31639  0.26
C -2.50430 4.30447 1.01087  -0.98
C -1.36994 4.18323 0.00357  0.07
O -0.84464 2.88453 -0.12678  -0.40
C -1.75914 1.88705 -0.56425  0.41
C -2.36651 2.16653 -1.92560  -0.71
H -2.19856 3.89450 1.97446  0.33
H -2.76896 5.35596 1.14688  0.16
H -3.39985 3.77679 0.68062  0.24
H -0.52380 4.79359 0.32843  0.48
H -1.69643 4.57332 -0.97148  -0.04
H -2.54939 1.74130 0.18339  0.25
H -1.18163 0.96374 -0.60823  -0.36
H -3.03428 3.03073 -1.92520  0.23
H -2.95432 1.30518 -2.24495  0.38
H -1.58056 2.34878 -2.66097  0.06
C 4.33867 -8.98573 1.23819  -1.06
C 3.98107 -8.53236 2.64513  -0.10
O 4.11703 -7.14196 2.85513  -0.47
C 3.29567 -6.31918 2.03307  -0.41
C 1.80861 -6.57134 2.19519  -0.97
H 5.33303 -8.63007 0.96411  0.28
H 4.33334 -10.07651 1.19163  0.40
H 3.62793 -8.61912 0.49706  0.26
H 4.66184 -8.98969 3.36518  0.34
H 2.96796 -8.86754 2.89950  0.11
H 3.58267 -6.41653 0.98062  0.18
H 3.53004 -5.29741 2.32753  0.35
H 1.51016 -7.55464 1.82536  0.25
H 1.25555 -5.81744 1.63218  0.54
H 1.51938 -6.50634 3.24555  0.29
C 0.64645 5.02208 -3.36149  -0.77
C -0.22936 4.60077 -4.52796  -0.43
O -1.59106 4.98335 -4.39382  -0.43
C -1.84816 6.37051 -4.34585  0.14
C -1.49662 7.11177 -5.62595  -1.26
H 0.22228 4.66630 -2.42132  0.01
H 1.63695 4.57866 -3.46964  0.42
H 0.77116 6.10511 -3.30517  0.28
H -0.25840 3.51324 -4.58924  0.37
H 0.18169 4.96960 -5.47537  0.36
H -1.34017 6.83532 -3.49172  -0.06
H -2.92066 6.44492 -4.15844  0.37
H -0.42118 7.13054 -5.80622  0.28
H -1.83851 8.14622 -5.55816  0.44
H -1.98055 6.64057 -6.48266  0.28
C -2.54511 -7.41192 3.92458  -1.15
C -1.58646 -8.24242 3.08930  -0.23
O -0.61364 -8.94126 3.85044  -0.33
C -1.11602 -9.88352 4.77714  -0.35
C -1.91201 -11.01325 4.14381  -1.06
H -1.99086 -6.73994 4.58072  0.30
H -3.17197 -6.80882 3.26665  0.40
H -3.20481 -8.02892 4.53693  0.28
H -1.00696 -7.59011 2.43691  0.28
H -2.14235 -8.93609 2.44737  0.30
H -1.71709 -9.38765 5.54881  0.30
H -0.22942 -10.28401 5.26966  0.32
H -2.85244 -10.66446 3.71569  0.27
H -2.15159 -11.76208 4.90070  0.40
H -1.33094 -11.49197 3.35433  0.29
C -7.79386 0.53192 -2.16634  -1.07
C -6.58334 0.27950 -3.05087  -0.36
O -5.35122 0.30636 -2.36045  -0.33
C -5.18570 -0.66203 -1.33594  -0.10
C -5.25757 -2.09735 -1.82576  -1.23
H -7.66523 1.45662 -1.60203  0.29
H -8.68821 0.62426 -2.78509  0.39
H -7.96336 -0.28144 -1.45981  0.27
H -6.49704 1.06933 -3.79776  0.33
H -6.70590 -0.66622 -3.59310  0.30
H -5.91043 -0.49728 -0.52978  0.28
H -4.19622 -0.46003 -0.92581  0.23
H -6.25778 -2.37027 -2.16692  0.30
H -4.98804 -2.77158 -1.01196  0.40
H -4.55515 -2.25324 -2.64524  0.32
C -1.56926 8.03146 -0.58810  -0.52
C -1.94573 8.52711 0.79612  -0.62
O -2.05976 9.93934 0.89619  -0.44
C -3.03501 10.53296 0.05971  -0.29
C -4.45281 10.05177 0.32043  -1.05
H -0.66245 8.52762 -0.93806  0.35
H -1.38906 6.95637 -0.56080  0.09
H -2.36178 8.21303 -1.31621  0.26
H -1.17008 8.26183 1.51414  0.33
H -2.87111 8.04355 1.13020  0.34
H -2.77924 10.38894 -0.99675  0.26
H -2.96014 11.60126 0.26537  0.35
H -4.59068 9.00667 0.04143  0.27
H -5.15455 10.64502 -0.26813  0.39
H -4.70528 10.16262 1.37590  0.28

Atoms 1-3, force components in eV/Å:
0.16 0.06 0.03
-0.17 -0.15 -0.04
0.27 0.15 0.18

The calculation puts the HOMO energy at -3.859 eV. The total charge is -1. The LUMO energy comes out at 2.1493 eV. For the electronic energy, the calculation gives -134649.3577 eV.

[2]
This record from the Open Molecules 2025 dataset describes C30H77N24O23PS3 as an isolated structure in a non-equilibrium geometry. The level of theory is the ωB97M-V functional and the def2-TZVPD basis.

Last column: Mulliken charge in e.
Cartesian coordinates (Å):
C -0.46168 4.32911 -0.12533  -1.51
C 0.91699 4.62476 -0.77347  1.56
C 1.37241 3.35679 -1.54234  -1.04
N 2.80914 3.08406 -1.42430  0.02
C 3.26528 2.66769 -0.13270  -0.96
S 2.06710 2.07983 1.14770  0.52
C 1.42964 0.46230 0.63829  -0.76
C -0.06462 0.51893 0.35935  0.37
O -0.46686 0.24847 -0.73910  -0.85
O -0.83186 0.87735 1.37429  -0.08
C -2.22465 1.03786 1.02629  -0.49
C -2.88965 1.56651 2.29946  0.97
C -3.50160 0.42654 3.10990  -1.79
O -3.81075 2.62569 1.98622  -0.41
C -3.96460 3.41279 3.10103  0.44
O -4.76854 3.12643 3.92425  -0.56
C -3.09481 4.64888 3.27403  0.58
S -3.28419 5.82349 1.88770  -0.26
O 4.01816 1.41322 -0.42378  -0.53
S 4.93852 1.21315 0.91228  1.30
O 4.48458 0.21815 1.81870  -0.52
O 6.24945 0.87381 0.51783  -0.70
O 4.80207 2.72239 1.58543  -0.67
C 4.44810 3.52092 0.45161  1.53
C 4.21337 5.01733 0.71103  -1.62
C 3.43524 5.37558 2.03590  -0.29
P 2.72658 7.07544 1.90120  0.65
O 1.36553 7.02404 2.43292  -0.63
O 2.62588 7.51791 0.35719  -0.37
C 2.07993 8.84201 0.19200  -0.21
C 0.82710 8.79639 -0.70029  -0.82
O 3.66923 8.15927 2.62203  -0.36
C 3.07593 8.75872 3.79217  -0.25
C 3.12714 7.76762 4.97100  -1.04
O 5.68514 3.47072 -0.30062  -0.45
C 5.66149 4.14183 -1.40822  0.58
N 5.55906 4.64722 -2.43812  -0.53
H -0.34232 4.01918 0.91261  0.32
H -0.99097 3.51688 -0.63302  0.25
H -1.11074 5.20106 -0.16821  0.40
H 1.58689 4.79516 0.06583  -1.05
H 0.83134 5.47496 -1.44085  0.49
H 0.72831 2.49929 -1.33798  0.10
H 1.20602 3.59291 -2.59701  0.48
H 3.07279 2.36606 -2.08732  0.37
H 1.56933 -0.27360 1.43460  0.65
H 1.92304 0.06388 -0.24256  0.44
H -2.37951 1.71506 0.18930  0.49
H -2.60316 0.04914 0.76764  -0.04
H -2.08966 2.00177 2.91276  -0.02
H -3.76829 0.77655 4.10442  0.42
H -2.76448 -0.36861 3.23317  0.45
H -4.38644 0.04415 2.60061  0.36
H -2.04616 4.39777 3.44320  -0.10
H -3.44426 5.17690 4.17015  -0.02
H -3.30341 5.05148 0.78365  0.13
H 5.14810 5.56530 0.77961  0.76
H 3.60993 5.36734 -0.12658  0.57
H 4.20905 5.45076 2.80005  0.79
H 2.67697 4.63912 2.28641  -0.08
H 1.87883 9.32609 1.14393  0.14
H 2.83244 9.41382 -0.35275  0.40
H -0.02249 9.17443 -0.12935  0.33
H 0.59901 7.77386 -0.99081  -0.03
H 0.93016 9.43138 -1.57757  0.32
H 3.69101 9.61346 4.07525  0.44
H 2.06822 9.12692 3.61632  0.26
H 3.21513 8.26081 5.93634  0.44
H 3.98074 7.11376 4.78794  0.22
H 2.22940 7.14856 4.95156  0.22
C -1.81569 -3.58185 -1.27107  0.39
O -1.75604 -4.80265 -1.41753  -0.79
N -0.73228 -2.78058 -1.29523  0.06
N -3.00782 -2.93645 -1.07203  -0.32
H -0.78364 -1.78401 -1.17796  0.12
H 0.16200 -3.21006 -1.44474  0.18
H -3.83819 -3.49974 -1.04588  0.21
H -3.08843 -1.94289 -0.95098  0.16
C 6.34333 -3.26797 3.07144  0.64
O 6.41183 -4.48309 3.00965  -0.66
N 7.45308 -2.46804 3.07661  -0.36
N 5.15438 -2.59909 3.13939  -0.30
H 7.41702 -1.46756 3.12339  0.18
H 8.34460 -2.92284 3.02668  0.20
H 4.31919 -3.15266 3.13455  0.17
H 5.07704 -1.59997 3.18738  0.16
C 1.15702 3.32862 5.17350  0.65
O 1.47263 4.19105 4.37245  -0.44
N 0.19119 3.51746 6.12049  -0.42
N 1.74960 2.10084 5.17200  -0.36
H -0.08224 2.81837 6.78430  0.14
H -0.26287 4.41235 6.14015  0.20
H 2.46463 1.94887 4.48375  0.13
H 1.51373 1.36236 5.80713  0.15
C -0.95944 -3.10305 -5.05718  0.60
O -0.22469 -2.49981 -4.29539  -0.66
N -1.70254 -4.19032 -4.63906  -0.31
N -1.12546 -2.77890 -6.36159  -0.17
H -2.31795 -4.70687 -5.24090  0.21
H -1.61144 -4.47246 -3.67342  0.12
H -0.60966 -1.99063 -6.70443  0.17
H -1.72015 -3.27632 -6.99940  0.17
C -1.88448 -6.77892 2.41001  0.64
O -1.49665 -5.99804 3.26958  -0.71
N -1.69321 -6.55055 1.08658  -0.27
N -2.53954 -7.93973 2.71934  -0.38
H -1.99969 -7.16942 0.36113  0.13
H -1.21930 -5.70384 0.82828  0.12
H -2.69376 -8.13496 3.69070  0.23
H -2.86594 -8.59260 2.03365  0.16
C -0.88273 -3.94426 -10.00113  0.56
O -1.32265 -3.33627 -9.02371  -0.67
N -1.41241 -3.72363 -11.24574  -0.42
N 0.13062 -4.85208 -9.98487  -0.30
H -1.09212 -4.18550 -12.07436  0.15
H -2.16033 -3.06005 -11.31555  0.23
H 0.61062 -5.09137 -9.11487  0.34
H 0.44515 -5.30441 -10.82139  0.17
C -3.03521 -3.84579 6.47582  0.61
O -3.01558 -3.15010 7.47834  -0.67
N -4.20527 -4.24047 5.88019  -0.36
N -1.90607 -4.29047 5.85941  -0.29
H -4.24291 -4.81034 5.05662  0.16
H -5.06045 -3.93362 6.30291  0.20
H -1.02946 -4.02261 6.26384  0.17
H -1.91065 -4.86416 5.03242  0.25
C -4.95636 5.51065 7.00506  0.62
O -3.83489 5.38608 6.53622  -0.61
N -5.19220 6.08075 8.22563  -0.43
N -6.05826 5.08028 6.32936  -0.30
H -6.10573 6.18824 8.62162  0.15
H -4.39592 6.40423 8.74137  0.22
H -5.89608 4.66583 5.42652  0.20
H -6.99467 5.15311 6.67750  0.17
C -4.94992 -1.38000 -4.30976  0.49
O -5.42414 -0.72333 -3.39587  -0.68
N -5.36362 -1.23732 -5.60672  -0.36
N -3.97070 -2.30703 -4.11355  -0.19
H -4.98702 -1.76373 -6.37148  0.16
H -6.08278 -0.56262 -5.78591  0.23
H -3.64335 -2.43485 -3.17284  0.25
H -3.56677 -2.85778 -4.84304  0.11
C 1.60189 -7.10172 -7.34512  0.62
O 1.63201 -6.06227 -8.00405  -0.82
N 0.97553 -7.21232 -6.15712  -0.23
N 2.21205 -8.24464 -7.76871  -0.33
H 0.95897 -8.06472 -5.62430  0.19
H 0.51125 -6.39942 -5.79703  0.14
H 2.69405 -8.21135 -8.64678  0.20
H 2.19748 -9.10245 -7.24466  0.17
C 0.93575 -11.54227 -5.38761  0.61
O 0.99009 -10.33650 -5.57876  -0.64
N 1.06467 -12.08977 -4.14582  -0.41
N 0.74229 -12.43364 -6.40099  -0.38
H 1.02396 -13.07431 -3.96489  0.16
H 1.20941 -11.45860 -3.37959  0.22
H 0.64341 -12.06076 -7.32689  0.21
H 0.69485 -13.42549 -6.26800  0.17

Atoms 1-3, force components in eV/Å:
-0.01 0.22 -0.27
-0.95 -1.69 0.62
-0.01 1.25 -0.80

The calculation puts the HOMO energy at -8.885 eV. The LUMO energy comes out at 0.1695 eV. For the electronic energy, the calculation gives -157019.5960 eV.